Entry 1:
3 unconnected molecules or ions with the total composition C5H15NO2, computed with wB97M-V/def2-TZVPD.

```
23
Properties=species:S:1:pos:R:3:mulliken_charge:R:1
C 2.23929 2.20753 0.55115 -1.156
C 1.08063 1.78181 1.46919 -0.441
C -0.00637 0.99290 0.73108 -0.748
C 0.52642 -0.08184 -0.17016 -0.368
C 0.18139 -1.34786 0.08126 -0.156
N 0.39238 -2.41876 -0.79142 -0.534
H 2.00308 3.00804 -0.13787 0.297
H 2.64112 1.29078 0.11087 0.341
H 3.07922 2.44460 1.21423 0.344
H 1.47667 1.18933 2.29938 0.294
H 0.66318 2.66770 1.93609 0.350
H -0.85508 0.80098 1.39179 0.366
H -0.50179 1.71862 0.09163 0.253
H 0.99694 0.27074 -1.07419 0.361
H -0.38843 -1.53153 0.98113 0.326
H 0.45351 -3.28348 -0.28226 0.238
H 1.16965 -2.42608 -1.42720 0.234
O -2.86123 3.93680 -4.49913 -0.635
H -2.40970 3.82557 -3.65526 0.316
H -2.52120 3.15611 -4.95291 0.319
O -2.57495 -5.93223 1.70690 -0.626
H -2.25914 -6.78951 1.87665 0.309
H -2.52555 -5.48021 2.54903 0.318
```

Output
- SMILES string = CCC/C=C/N.O.O
- HOMO-LUMO gap (eV) = 8.8
- lowest unoccupied orbital energy (eV) = 0.7
- DFT total energy (a.u.) = -404.69433
- multiplicity = 1
- ΔE to the lowest compared entry with this formula, charge and spin (kJ/mol) = 159.4

***

Entry 2:
A single C4H5NO molecule, computed with wB97M-V/def2-TZVPD.

```
11
Properties=species:S:1:pos:R:3:mulliken_charge:R:1
O 2.16954 0.44352 -0.21323 -0.526
C 0.85604 0.16004 -0.12291 0.336
C 0.29227 -1.08649 0.02886 -0.449
C -1.13734 -0.83736 0.02094 -0.294
C -1.32853 0.50616 -0.02081 -0.540
N -0.07838 1.12836 -0.10025 -0.019
H 2.56924 -0.36824 -0.56438 0.360
H 0.78675 -1.40705 0.94024 0.144
H -1.92867 -1.58063 -0.01184 0.368
H -2.22802 1.09974 0.01091 0.386
H 0.12481 2.10321 0.03218 0.232
```

Output
- SMILES string = Oc1ccc[nH]1
- HOMO-LUMO gap (eV) = 8.8
- lowest unoccupied orbital energy (eV) = 0.8
- DFT total energy (a.u.) = -285.35725
- multiplicity = 1
- ΔE to the lowest compared entry with this formula, charge and spin (kJ/mol) = 150.5

***

Entry 3:
13 unconnected molecules or ions with the total composition C8H40O12, computed with wB97M-V/def2-TZVPD.

```
60
Properties=species:S:1:pos:R:3:mulliken_charge:R:1
C 0.50023 3.80827 1.04996 -1.006
C 0.06463 4.19661 -0.41468 -0.634
C -0.61697 3.09147 -1.20513 -0.234
C -0.57404 1.66621 -0.61830 -0.097
C 0.67038 0.78290 -0.99319 0.356
C 0.44861 -0.06781 -2.26986 0.038
C 0.12974 0.61986 -3.38192 -0.407
C 0.07054 0.00506 -4.77088 -1.096
H -0.24076 3.24701 1.61068 -0.248
H 0.71330 4.75236 1.54622 0.527
H 1.50084 3.44795 1.23276 0.460
H -0.63940 5.06656 -0.43984 0.351
H 0.95824 4.57553 -0.87255 0.346
H -1.68932 3.25660 -1.10793 0.430
H -0.26905 3.03547 -2.25036 0.017
H -0.68946 1.57994 0.45701 -0.115
H -1.43152 1.20806 -1.14332 0.266
H 1.58219 1.36033 -0.96379 0.380
H 0.88364 0.20363 -0.07011 -0.840
H 0.59043 -1.10098 -2.13159 0.321
H 0.19152 1.66600 -3.30915 0.273
H -0.71288 0.57539 -5.36803 0.340
H -0.19349 -1.08127 -4.71971 0.269
H 1.10770 0.17235 -5.19423 0.214
H 3.02089 -2.39863 0.00391 0.251
H 3.17837 -2.02240 1.38507 0.263
O 2.65900 -1.74911 0.61767 -0.492
H -2.71451 -2.17453 -0.83213 0.319
H -2.40517 -1.50163 0.44262 0.236
O -2.82509 -1.31060 -0.41733 -0.624
H 1.22374 -1.04204 1.76371 0.168
H 0.79831 0.21103 2.25689 0.429
O 1.47940 -0.48868 2.51072 -0.512
H 0.85324 -1.08084 4.61115 0.306
H 0.16029 -2.21680 3.89366 0.265
O 0.20898 -1.78901 4.74381 -0.630
H -4.25558 0.68694 -1.39556 0.283
H -4.43707 -0.73759 -0.71435 0.449
O -4.93322 -0.01976 -1.18181 -0.643
H 3.85315 0.03393 -3.55096 0.315
H 3.49150 -1.17775 -2.64843 0.306
O 3.91458 -0.92873 -3.46758 -0.626
H -0.44813 2.45822 2.74625 0.343
H -1.20051 1.77610 4.00671 0.239
O -0.96158 1.63980 3.05172 -0.575
H -1.99958 -1.25325 3.38892 0.272
H -2.01068 0.16291 2.79816 0.364
O -2.18942 -0.77113 2.58323 -0.555
H 0.34061 -4.50691 -0.97920 0.321
H 1.09465 -3.27419 -1.08095 0.294
O 1.25973 -4.22029 -1.09565 -0.631
H 2.77306 1.08089 3.99977 0.324
H 1.66624 0.74184 4.89772 0.310
O 2.15100 1.50850 4.59236 -0.630
H -0.09325 -3.46559 1.95565 0.285
H -0.51192 -4.86539 2.44236 0.298
O -0.67465 -4.21362 1.75089 -0.601
H -2.34009 -3.02069 -2.68716 0.316
H -0.96217 -2.75759 -2.77305 0.310
O -1.51919 -3.38093 -2.29083 -0.656
```

Output
- HOMO-LUMO gap (eV) = 9.3
- lowest unoccupied orbital energy (eV) = -0.2
- DFT total energy (a.u.) = -1231.56821
- multiplicity = 1
- ΔE to the lowest compared entry with this formula, charge and spin (kJ/mol) = 375.1

***

Entry 4:
A molecular structure, C36H73BrN6NbO6, computed with wB97M-V/def2-TZVPD.

```
123
Properties=species:S:1:pos:R:3:mulliken_charge:R:1
N -3.32644 -1.77955 -2.74620 -0.369
C -2.54452 -2.72039 -1.87999 -0.921
Nb -1.24249 -1.65355 -0.32202 -1.052
Br -0.77721 0.40930 -1.85737 -0.199
C 0.53117 -2.83726 -1.20529 -1.376
C 0.73417 -2.60990 -2.77252 0.651
C 2.12895 -1.94721 -3.15058 -0.998
N 2.05838 -0.49731 -3.44789 -0.038
C 2.01376 -0.18309 -4.88170 -1.367
C 0.52549 -0.08110 -5.39246 1.002
C -0.16825 1.20926 -5.36620 -0.414
C -1.55290 1.25730 -5.82755 -0.787
C -2.24114 0.04968 -6.28638 -0.598
C -1.52964 -1.21867 -6.32302 -0.870
C -0.14201 -1.27965 -5.88634 0.923
O 0.55835 -2.49415 -5.92790 -0.467
C -3.15480 -0.80674 0.56988 -0.738
C -3.46166 0.69952 -0.05981 0.435
C -2.66198 1.89040 0.67035 -0.565
O -4.17855 1.62168 0.83471 -0.526
C 0.05845 -0.82688 1.41611 0.770
C 1.50613 -0.52417 1.23393 -0.496
C 2.37602 -0.02061 2.29773 -1.050
C 1.87444 0.26007 3.66591 -0.019
C 0.46945 -0.01769 3.91479 -0.594
C -0.44015 -0.55714 2.82985 0.370
H -4.05562 -2.36472 -3.18094 0.223
H -3.85103 -1.16673 -2.11634 0.156
H -3.27872 -3.34021 -1.27987 0.381
H -1.92267 -3.45727 -2.46707 0.430
H -1.51082 -3.11973 0.73771 -0.021
H 1.48167 -2.66692 -0.61526 0.474
H 0.30024 -3.93514 -1.05150 0.245
H 0.77137 -3.64732 -3.22667 0.243
H -0.13863 -2.10927 -3.27118 -0.121
H 2.88360 -2.08631 -2.32956 0.365
H 2.46450 -2.45778 -4.10197 0.285
H 2.76786 0.03921 -2.95659 0.262
H 2.42278 0.86685 -4.98532 0.467
H 2.65609 -0.83521 -5.53204 0.267
H 0.32714 2.13956 -5.00645 0.271
H -2.11324 2.21695 -5.83417 0.440
H -3.31025 0.12006 -6.60091 0.520
H -2.07597 -2.11750 -6.68822 0.169
H -0.01957 -3.06656 -6.46914 0.286
H -4.05623 -1.36168 0.19411 0.482
H -3.14239 -0.62408 1.67284 0.083
H -3.61305 0.78385 -1.19658 0.277
H -2.63409 2.82382 0.07026 0.268
H -2.10579 1.68421 1.60863 0.193
H 1.99595 -0.71098 0.25035 0.178
H 3.47152 0.17351 2.14877 0.659
H 2.55551 0.66134 4.45814 0.389
H 0.05564 0.17891 4.93811 0.194
H -1.48953 -0.76212 3.13314 0.234
C 5.56933 -4.15019 5.59034 -1.487
C 5.01031 -2.82276 5.08218 0.390
C 4.56271 -1.86121 6.20003 -0.584
O 3.34152 -2.20920 6.83719 -0.337
C 3.44571 -3.26211 7.77696 -0.694
N 3.92313 -3.09712 4.13757 -0.663
H 4.78806 -4.84851 5.89148 0.294
H 6.14076 -4.64436 4.80205 0.374
H 6.23869 -3.99605 6.44147 0.339
H 5.81789 -2.32467 4.53473 0.401
H 4.38099 -0.88251 5.74516 0.235
H 5.35502 -1.71566 6.94599 0.421
H 4.38844 -3.22619 8.33081 0.310
H 3.32731 -4.22689 7.28163 0.241
H 2.62239 -3.15899 8.48638 0.248
H 3.63148 -2.21966 3.71030 0.161
H 3.11076 -3.38133 4.68322 0.352
C -4.04969 3.79915 -10.55571 -1.461
C -3.43524 2.54392 -9.93970 0.344
C -4.45899 1.60092 -9.27976 -0.723
O -4.96547 2.04697 -8.02956 -0.329
C -5.94980 3.06097 -8.11792 -0.721
N -2.38560 2.94356 -8.99693 -0.717
H -4.28629 4.56075 -9.81226 0.286
H -3.34846 4.25650 -11.25675 0.370
H -4.96410 3.56086 -11.10585 0.342
H -2.96452 1.98560 -10.75584 0.405
H -3.95066 0.65611 -9.06339 0.368
H -5.28360 1.36132 -9.96316 0.446
H -6.60595 2.92146 -8.98178 0.314
H -5.48008 4.04520 -8.14667 0.242
H -6.55574 3.01758 -7.21131 0.249
H -1.89839 2.10812 -8.67800 0.246
H -2.84717 3.28960 -8.15701 0.356
C -3.57262 -1.46704 8.55174 -1.410
C -3.19239 -2.59811 7.59888 0.333
C -2.30772 -2.15576 6.41836 -0.627
O -2.98604 -1.43611 5.40118 -0.332
C -3.25219 -0.08212 5.71153 -0.735
N -4.41826 -3.26029 7.13589 -0.784
H -4.38098 -0.84535 8.16636 0.300
H -3.92145 -1.87638 9.50245 0.349
H -2.71431 -0.82328 8.76030 0.331
H -2.61296 -3.32356 8.17986 0.415
H -1.92847 -3.05791 5.92827 0.325
H -1.42874 -1.59642 6.76208 0.356
H -2.44071 0.37129 6.28819 0.323
H -4.20093 -0.00186 6.24475 0.283
H -3.35818 0.46624 4.77373 0.245
H -4.16137 -4.08516 6.59884 0.285
H -4.85253 -2.64792 6.44649 0.354
C 3.99431 5.57801 2.77219 -1.543
C 4.13646 4.05736 2.76291 0.494
C 5.52355 3.55945 2.31283 -0.666
O 5.77283 3.65906 0.91727 -0.400
C 6.08815 4.96313 0.46612 -0.655
N 3.06434 3.48666 1.94209 -0.592
H 3.83049 5.99184 1.77687 0.291
H 3.13364 5.87171 3.37627 0.381
H 4.88100 6.05424 3.20031 0.344
H 3.99227 3.71664 3.79401 0.396
H 5.58435 2.49044 2.54022 0.312
H 6.32834 4.04457 2.88033 0.440
H 6.68954 5.51496 1.19433 0.297
H 5.17716 5.51242 0.22470 0.225
H 6.66286 4.86712 -0.45698 0.260
H 3.08668 2.47223 2.03333 0.041
H 3.30985 3.64783 0.96608 0.334
```

Output
- HOMO-LUMO gap (eV) = 7.0
- lowest unoccupied orbital energy (eV) = 2.2
- DFT total energy (a.u.) = -4826.10034
- multiplicity = 1
- charge = -1

***

Entry 5:
2 unconnected molecules or ions with the total composition H4O2, computed with wB97M-V/def2-TZVPD.

```
6
Properties=species:S:1:pos:R:3:mulliken_charge:R:1
O 0.73786 3.13859 0.57304 -0.651
H 0.43360 2.69394 1.39642 0.325
H 0.25378 3.99520 0.56034 0.326
O -0.79024 -3.50629 -0.93563 -0.651
H -0.72006 -2.52716 -1.00372 0.326
H 0.08507 -3.79429 -0.59045 0.325
```

Output
- SMILES string = O.O
- HOMO-LUMO gap (eV) = 12.4
- lowest unoccupied orbital energy (eV) = 0.8
- DFT total energy (a.u.) = -152.86571
- multiplicity = 1
- ΔE to the lowest compared entry with this formula, charge and spin (kJ/mol) = 24.2

***

Entry 6:
5 unconnected molecules or ions with the total composition C33H27FN2O19S, computed with wB97M-V/def2-TZVPD.

```
83
Properties=species:S:1:pos:R:3:mulliken_charge:R:1
N 5.97308 0.04862 -3.38389 -0.318
C 4.97991 0.70396 -2.40749 -0.718
N 3.86261 1.44218 -3.11368 0.129
C 2.59343 1.43020 -2.29059 -0.748
C 1.29547 1.61820 -3.31645 0.484
O 1.53414 1.71913 -4.65341 -0.563
C -0.27280 1.69345 -2.84083 0.367
C -1.41086 1.38219 -4.02637 -0.431
C -3.03472 1.45537 -3.75509 -0.445
C -3.56535 1.87370 -2.22584 -0.375
C -2.45834 2.15795 -1.02779 -0.132
C -0.81692 2.07874 -1.33876 -0.225
S 4.42374 3.05479 -3.48059 1.078
O 4.13162 4.11362 -2.38277 -0.576
O 5.98536 3.10288 -3.70674 -0.543
F 3.74898 3.70972 -4.95201 -0.282
H 6.65792 -0.46722 -2.78237 0.247
H 5.37132 -0.64482 -3.90560 0.222
H 4.59309 -0.16635 -1.69331 0.396
H 5.53008 1.47517 -1.69248 0.353
H 2.56107 2.25585 -1.43705 0.365
H 2.47670 0.39281 -1.71154 0.367
H -1.06388 1.10899 -5.13496 0.278
H -3.81221 1.23989 -4.62938 0.300
H -4.72290 1.96774 -1.99732 0.307
H -2.76821 2.43793 0.08659 0.266
H -0.03717 2.30803 -0.46541 0.206
O -3.76024 1.74338 1.96445 -0.655
C -3.31793 1.34377 3.03575 1.018
C -2.24328 2.04743 3.75309 -0.966
C -1.77275 1.57642 4.90955 0.405
O -0.76477 2.23420 5.59035 -0.576
C -2.31206 0.32661 5.51225 0.876
O -1.84660 -0.09153 6.56708 -0.608
C -3.40305 -0.36404 4.80753 -0.843
C -3.87610 0.10871 3.65277 0.317
O -4.90319 -0.53356 2.98593 -0.667
H -1.85890 2.95350 3.30250 0.466
H -0.59963 1.69638 6.39532 0.345
H -3.79796 -1.26185 5.26611 0.628
H -5.06412 0.00095 2.17805 0.285
O 10.59982 2.64644 -8.48399 -0.621
C 9.93516 1.93092 -7.74287 0.802
C 10.06370 0.46529 -7.74370 -0.890
C 9.31291 -0.28591 -6.93583 0.332
O 9.43053 -1.66370 -6.92953 -0.582
C 8.32031 0.32701 -6.01105 0.782
O 7.63149 -0.39063 -5.29364 -0.596
C 8.20864 1.79367 -5.99263 -0.695
C 8.96182 2.54525 -6.79796 0.308
O 8.86431 3.92453 -6.78439 -0.566
H 10.78753 0.03284 -8.42253 0.411
H 8.78155 -1.97785 -6.26271 0.353
H 7.49560 2.22690 -5.30255 0.627
H 9.50892 4.23824 -7.45546 0.343
O -4.99369 -4.88345 -3.00080 -0.610
C -4.44342 -4.02402 -2.32140 0.896
C -5.17175 -2.86658 -1.77877 -0.769
C -4.53912 -1.93980 -1.05662 0.384
O -5.21806 -0.85089 -0.54134 -0.582
C -3.08032 -2.03980 -0.77730 0.995
O -2.52295 -1.16272 -0.12596 -0.466
C -2.35667 -3.20933 -1.29924 -1.015
C -2.98984 -4.13803 -2.01850 0.393
O -2.31686 -5.24141 -2.51021 -0.572
H -6.23137 -2.80522 -1.99135 0.449
H -4.54206 -0.32617 -0.05947 0.135
H -1.29999 -3.27851 -1.07349 0.436
H -2.99160 -5.76289 -2.99709 0.347
O -6.68835 -2.27946 11.81115 -0.605
C -6.17072 -2.17495 10.70474 0.822
C -6.79780 -2.71869 9.48995 -0.810
C -6.19958 -2.60248 8.30283 0.321
O -6.78461 -3.10879 7.15671 -0.587
C -4.88119 -1.92516 8.16424 0.716
O -4.34737 -1.85005 7.06262 -0.519
C -4.26535 -1.36018 9.37479 -0.907
C -4.86507 -1.47324 10.56150 0.457
O -4.29357 -0.94245 11.70332 -0.563
H -7.75512 -3.21055 9.60549 0.419
H -6.15778 -2.90039 6.42996 0.346
H -3.31517 -0.85469 9.25665 0.499
H -4.91750 -1.15615 12.43087 0.347
```

Output
- SMILES string = NCN(CC(=O)c1ccccc1)S(=O)(=O)F.O=C1C=C(O)C(=O)C=C1O.O=C1C=C(O)C(=O)C=C1O.O=C1C=C(O)C(=O)C=C1O.O=C1C=C(O)C(=O)C=C1O
- HOMO-LUMO gap (eV) = 7.0
- lowest unoccupied orbital energy (eV) = -2.0
- DFT total energy (a.u.) = -3310.29949
- multiplicity = 1